{
  "formula": "C4H9NO4",
  "method": "the ωB97M-V functional and the def2-TZVPD basis",
  "smiles": "OC1(O)CC1.NC(=O)O",
  "relative_energy_ev": 1.656,
  "homo_lumo_gap_ev": 8.50,
  "charge": 0,
  "homo_ha": -0.2945,
  "symbols": ["O", "C", "O", "C", "C", "H", "H", "H", "H", "H", "H", "N", "C", "O", "O", "H", "H", "H"],
  "xyz": [[-2.09611, 0.08371, -2.37178], [-1.07022, 0.02982, -1.46194], [-0.45193, -1.18480, -1.47625], [-1.22931, 0.81985, -0.03880], [-0.32920, 1.27983, -1.17640], [-2.42015, -0.81768, -2.49498], [0.40830, -1.12502, -0.98376], [-2.12967, 1.39705, 0.11448], [-1.00527, 0.14233, 0.77186], [0.74532, 1.20033, -1.06156], [-0.64958, 2.15086, -1.73125], [1.01996, -1.32438, 2.24721], [1.50091, -0.46819, 1.32215], [1.68242, -0.76872, 0.14616], [2.06191, 0.61820, 1.88334], [0.88753, -1.01260, 3.19370], [0.56804, -2.16088, 1.91387], [2.50705, 1.14030, 1.20396]],
  "lowdin_charge": [0.05, -0.60, 0.04, -0.03, -0.08, 0.11, 0.07, 0.08, 0.07, 0.09, 0.11, 0.20, -0.64, 0.04, 0.12, 0.12, 0.13, 0.13]
}

***

{
  "formula": "BeCl3",
  "method": "the ωB97M-V functional and the def2-TZVPD basis",
  "relative_energy_ev": 0.000,
  "homo_lumo_gap_ev": 7.49,
  "charge": -1,
  "homo_ha": -0.1785,
  "symbols": ["Be", "Cl", "Cl", "Cl"],
  "xyz": [[5.80231, 22.60249, -2.07405], [6.31677, 24.10487, -0.50726], [3.75411, 23.19286, -1.73880], [6.81718, 20.98734, -0.94328]],
  "lowdin_charge": [-0.15, -0.33, -0.25, -0.27]
}

***

{
  "formula": "C27H53BFNO17PS",
  "method": "the ωB97M-V functional and the def2-TZVPD basis",
  "homo_lumo_gap_ev": 7.52,
  "charge": -1,
  "homo_ha": -0.1981,
  "symbols": ["C", "C", "O", "C", "C", "P", "O", "C", "C", "C", "C", "N", "C", "C", "C", "C", "O", "O", "C", "C", "C", "B", "O", "O", "S", "O", "O", "F", "H", "H", "H", "H", "H", "H", "H", "H", "H", "H", "H", "H", "H", "H", "H", "H", "H", "H", "H", "H", "H", "H", "H", "H", "H", "H", "H", "H", "H", "H", "H", "H", "H", "H", "H", "C", "C", "C", "O", "C", "O", "O", "H", "H", "H", "H", "H", "H", "C", "C", "C", "O", "C", "O", "O", "H", "H", "H", "H", "H", "H", "C", "C", "C", "O", "C", "O", "O", "H", "H", "H", "H", "H", "H"],
  "xyz": [[-0.45449, 2.16885, 6.41395], [-1.76263, 2.38711, 5.62202], [-1.51684, 2.88226, 4.32960], [-1.96433, 1.98313, 3.28134], [-0.92650, 0.88897, 3.07149], [-1.08062, -0.23622, 1.49898], [0.59276, -0.62893, 1.73305], [-2.93072, 0.07546, 1.25472], [-3.76677, -0.87611, 0.36406], [-5.27869, -0.68147, 0.78108], [-5.59213, -1.71543, 1.85864], [-7.01951, -1.71484, 2.26855], [-1.54966, -1.71464, 2.62469], [-0.40710, -2.49547, 3.29473], [0.27884, -3.56477, 2.44106], [1.60192, -4.02760, 3.02817], [2.16247, -4.91177, 2.51901], [2.14911, -3.40702, 4.10680], [2.84543, -2.18492, 3.80843], [3.41517, -2.07259, 2.40949], [-0.48813, 1.23909, 0.39510], [-1.46235, 2.07065, -0.48749], [-1.75287, 3.41608, -0.10667], [-2.09687, 1.72436, -1.67870], [-0.88133, -1.61975, -0.37570], [-1.45071, -1.07590, -1.58543], [0.51328, -1.85160, -0.63182], [-1.45409, -3.14230, -0.15476], [-0.35242, 1.11988, 6.69549], [0.42201, 2.45842, 5.84504], [-0.43906, 2.73701, 7.34295], [-2.32842, 1.45414, 5.64301], [-2.34525, 3.14259, 6.15940], [-2.92891, 1.58282, 3.60493], [-2.16587, 2.62383, 2.42487], [0.04311, 1.38398, 3.11463], [-0.90014, 0.29516, 3.98834], [1.16311, 0.14033, 1.63403], [-3.37359, -0.12959, 2.23168], [-3.30205, 1.09096, 1.07341], [-3.58017, -1.93024, 0.54103], [-3.73531, -0.59239, -0.68061], [-5.35712, 0.28158, 1.27977], [-5.94902, -0.76098, -0.07099], [-5.00950, -1.50232, 2.75315], [-5.29334, -2.71599, 1.52685], [-7.49314, -2.39824, 1.68453], [-7.08890, -2.11838, 3.19734], [-2.17276, -1.41790, 3.46804], [-2.18928, -2.45901, 2.13626], [-0.89379, -3.08667, 4.08936], [0.27416, -1.88291, 3.86168], [0.54596, -3.23824, 1.43545], [-0.37313, -4.42155, 2.30856], [2.22280, -1.30446, 3.98200], [3.66631, -2.09581, 4.51724], [3.93126, -1.11120, 2.36728], [4.17918, -2.80746, 2.18560], [2.66316, -2.02147, 1.62486], [0.25820, 0.79831, -0.28343], [0.11755, 1.95137, 0.95481], [-0.90357, 3.87693, -0.14659], [-1.42071, 1.73362, -2.37013], [6.95998, -5.96622, -1.10773], [7.13308, -5.10535, 0.12146], [6.04091, -5.27159, 1.14882], [6.03595, -3.99703, 1.79803], [6.48321, -3.08376, 0.88713], [6.41326, -1.90784, 1.01298], [7.02231, -3.71250, -0.19625], [7.85118, -5.91973, -1.73492], [6.78846, -7.00775, -0.83362], [6.12549, -5.61212, -1.71344], [8.11968, -5.27143, 0.56520], [6.25503, -6.06528, 1.86151], [5.05438, -5.44099, 0.71019], [-0.89312, 5.36675, -4.69244], [-0.56388, 5.48042, -3.22410], [-0.03627, 6.82745, -2.80392], [0.78130, 6.49408, -1.67663], [1.21424, 5.21674, -1.85949], [2.06752, 4.69588, -1.21914], [0.53436, 4.61771, -2.87414], [-1.40680, 4.43137, -4.89008], [-1.53633, 6.18488, -5.01877], [0.01299, 5.36487, -5.29526], [-1.42853, 5.18897, -2.62020], [-0.82659, 7.51789, -2.51709], [0.59344, 7.29728, -3.56456], [-0.00136, 0.30284, -8.96560], [0.15461, 1.37253, -7.91120], [-0.96380, 1.40995, -6.90144], [-0.96049, 2.78588, -6.50379], [-0.47916, 3.50983, -7.54560], [-0.52722, 4.69566, -7.63345], [0.07108, 2.69118, -8.48218], [0.90514, 0.22436, -9.56627], [-0.19426, -0.66822, -8.50924], [-0.81571, 0.54747, -9.64869], [1.12648, 1.28072, -7.41952], [-0.78490, 0.76021, -6.04755], [-1.93961, 1.17415, -7.33325]],
  "lowdin_charge": [-0.08, -0.29, -0.16, -0.23, -0.21, 0.64, -0.32, -0.29, -0.23, -0.19, -0.30, -0.02, -0.26, -0.23, -0.09, -0.53, 0.15, -0.02, -0.21, -0.06, -0.14, -0.69, 0.08, 0.11, 0.61, -0.35, -0.37, -0.26, 0.06, 0.07, 0.06, 0.11, 0.11, 0.11, 0.11, 0.08, 0.08, 0.05, 0.05, 0.09, 0.07, 0.09, 0.10, 0.10, 0.10, 0.11, 0.05, 0.05, 0.08, 0.07, 0.11, 0.08, 0.09, 0.12, 0.10, 0.12, 0.09, 0.05, 0.07, 0.08, 0.08, 0.08, 0.10, -0.03, -0.34, -0.09, 0.04, -0.55, 0.17, 0.08, 0.08, 0.09, 0.09, 0.15, 0.14, 0.15, -0.02, -0.32, -0.10, 0.06, -0.56, 0.17, 0.08, 0.07, 0.10, 0.09, 0.16, 0.14, 0.14, -0.02, -0.33, -0.09, 0.04, -0.55, 0.15, 0.08, 0.08, 0.09, 0.09, 0.16, 0.15, 0.14]
}

***

{
  "formula": "C5H12NS",
  "method": "the ωB97M-V functional and the def2-TZVPD basis",
  "smiles": "CC1(C)S[N+]1(C)C",
  "relative_energy_ev": 2.872,
  "homo_lumo_gap_ev": 9.58,
  "charge": 1,
  "homo_ha": -0.5163,
  "symbols": ["C", "C", "C", "S", "N", "C", "C", "H", "H", "H", "H", "H", "H", "H", "H", "H", "H", "H", "H"],
  "xyz": [[-0.92334, 0.80986, 1.51603], [-0.29000, 0.71477, 0.18797], [-1.12611, 1.45184, -1.07488], [1.49970, 1.20130, -0.01854], [0.62112, -0.40850, -0.13387], [0.61050, -1.03772, -1.45623], [1.13955, -1.32575, 0.88970], [-0.56023, 1.69543, 2.03264], [-0.43874, 0.04252, 2.21334], [-2.05403, 0.59409, 1.49630], [-1.81021, 0.50789, -1.41095], [-0.40726, 1.67934, -1.81033], [-1.75787, 2.25612, -0.64155], [1.43665, -1.74036, -1.61035], [-0.40903, -1.45604, -1.51399], [0.62180, -0.31108, -2.23034], [0.39919, -2.05205, 1.18396], [2.03206, -1.92206, 0.60146], [1.41628, -0.69962, 1.77963]],
  "lowdin_charge": [-0.07, -0.63, -0.01, 1.03, -0.48, -0.03, -0.07, 0.10, 0.10, 0.14, 0.13, 0.03, 0.10, 0.12, 0.12, 0.08, 0.11, 0.13, 0.10]
}

***

Repeat the second record exactly.
{
  "formula": "BeCl3",
  "method": "the ωB97M-V functional and the def2-TZVPD basis",
  "relative_energy_ev": 0.000,
  "homo_lumo_gap_ev": 7.49,
  "charge": -1,
  "homo_ha": -0.1785,
  "symbols": ["Be", "Cl", "Cl", "Cl"],
  "xyz": [[5.80231, 22.60249, -2.07405], [6.31677, 24.10487, -0.50726], [3.75411, 23.19286, -1.73880], [6.81718, 20.98734, -0.94328]],
  "lowdin_charge": [-0.15, -0.33, -0.25, -0.27]
}